DFT (ωB97M-V with the def2-TZVPD basis set) results for 3 unconnected molecules or ions with the total composition C29H59BBr2INO8P3S in a non-equilibrium geometry.

## Properties
calculated total energy = -8689.213740 Ha
largest force on an atom = 5.8 eV Å⁻¹
gap between HOMO and LUMO = 7.47 eV

ORCA input file:
```
! wB97M-V def2-TZVPD RIJCOSX def2/J DEFGRID3
* xyz 1 1
C 3.5682 3.8948 -2.7978
C 2.1552 3.5840 -3.5710
O 1.9553 2.1715 -3.9285
C 1.7825 1.3295 -2.6981
C 0.6184 0.1810 -2.8109
C -0.4875 0.8227 -3.8987
C -1.1684 2.2302 -3.4589
C -2.7838 2.1377 -3.0806
I -3.5895 4.1221 -2.4607
C 1.0595 -1.2212 -3.5024
B 2.1707 -1.0851 -4.7534
C 3.7538 -0.6964 -4.5774
O 1.7314 -1.3207 -6.1761
N 1.4810 -2.3807 -2.6854
C 1.3775 -2.2794 -1.1451
P 2.9500 -1.3744 -0.7572
C 3.0741 0.1561 0.2367
C 4.5952 -2.1117 -1.2336
P 1.6326 -4.1036 -0.5022
O 0.3369 -4.6094 0.6033
O 3.0934 -4.2737 0.4993
S 1.8163 -5.5096 -1.7893
C -0.0721 -1.6634 -0.8284
P -1.5084 -2.6048 -1.7937
O -2.0759 -3.8461 -1.0036
C -0.7537 -1.5526 0.6071
Br -2.7546 -1.0398 0.6256
C -0.3143 -1.6874 1.9972
C -1.2868 -1.5155 3.3532
Br 1.5527 -2.0689 2.3929
C -0.2286 -0.1025 -1.4420
O 0.0250 0.7678 -0.3068
C -0.9132 1.8529 -0.1027
C -1.0157 2.0682 1.5556
C -2.5627 2.3321 2.0626
C -0.0265 3.2823 2.0918
C -0.5135 4.7854 1.5543
C 1.5298 3.0897 1.5687
H 4.1051 4.7942 -3.3425
H 3.2708 4.2467 -1.6966
H 4.2534 2.9437 -2.6698
H 2.1984 4.1942 -4.5959
H 1.2723 4.0381 -2.9517
H 2.8669 0.9166 -2.4813
H 1.5886 2.1391 -1.8420
H -1.3758 0.0264 -3.9613
H -0.0620 0.9060 -4.9837
H -0.5471 2.8632 -2.6615
H -1.1459 2.9216 -4.4350
H -3.0472 1.2866 -2.3250
H -3.3342 1.8718 -4.1045
H 0.0800 -1.5835 -4.0932
H 3.9817 0.2043 -5.2962
H 4.3774 -1.6168 -5.0123
H 4.1257 -0.5465 -3.4819
H 1.6160 -0.3903 -6.5297
H 1.0081 -3.2245 -3.0765
H 2.5043 -2.5631 -2.9284
H 3.2461 1.1815 -0.3529
H 2.2154 0.4257 1.0225
H 4.0489 0.0854 0.9293
H 5.3133 -1.2423 -1.6235
H 5.1422 -2.7226 -0.3664
H 4.5137 -2.8713 -2.1375
H 0.4144 -5.6097 0.6832
H 2.8676 -5.0467 1.1193
H -1.1030 -3.1057 -3.0791
H -2.5992 -1.6877 -2.1606
H -1.6114 -0.3951 3.4590
H -0.7183 -1.8622 4.3151
H -2.2250 -2.2467 3.2517
H -1.3743 0.0357 -1.7150
H -2.0169 1.6754 -0.4440
H -0.4566 2.8863 -0.4890
H -0.6276 1.0837 2.0657
H -2.5844 3.2984 2.7468
H -3.3342 2.4551 1.1796
H -2.9568 1.4310 2.7328
H -0.0046 3.3030 3.2703
H -0.7718 5.5171 2.4329
H 0.3300 5.2968 0.9158
H -1.4257 4.6041 0.8206
H 1.6179 2.9197 0.4042
H 2.0440 2.2495 2.2121
H 2.1481 4.0865 1.7887
C -6.5625 -3.0229 1.2709
C -6.7257 -1.5346 1.4268
O -5.8252 -0.7572 1.1144
C -8.0334 -1.0343 1.9797
H -5.5699 -3.2381 0.8613
H -6.6521 -3.5105 2.2449
H -7.3169 -3.4092 0.5808
H -8.1886 -1.4332 2.9852
H -8.8534 -1.3319 1.3212
H -8.0086 0.0591 2.0364
C 0.6408 -0.3541 8.2767
C 1.1323 -1.0453 7.0331
O 0.6537 -0.7903 5.9292
C 2.2322 -2.0606 7.1925
H -0.1533 0.3515 8.0099
H 0.2345 -1.0901 8.9749
H 1.4596 0.2005 8.7418
H 1.8968 -2.8727 7.8424
H 3.1220 -1.5822 7.6093
H 2.4854 -2.4780 6.2121
*
```